(1)
Computed, not measured: 12 unconnected molecules or ions with the total composition C18H60O12 at a distorted geometry, with ωB97M-V/def2-TZVPD.

Summary:
- Charge: 0
- Energy relative to the best compared isomer or geometry (same formula, charge and spin): 7.8676 eV
- SMILES: CC(C)O.CC(C)O.CC(C)O.CO.CO.CO.CO.CO.CO.CO.CO.CO

The geometry in XYZ format:
```
90
Properties=species:S:1:pos:R:3:lowdin_charge:R:1
C -2.954 5.779 -7.644 -0.05
C -2.049 5.616 -6.388 -0.48
C -2.816 5.247 -5.128 -0.07
O -1.080 4.594 -6.576 -0.05
H -2.521 6.333 -8.478 0.07
H -3.858 6.338 -7.407 0.07
H -3.308 4.810 -7.996 0.07
H -1.590 6.594 -6.243 0.13
H -3.272 6.187 -4.816 0.07
H -2.136 5.037 -4.302 0.08
H -3.548 4.440 -5.175 0.08
H -1.653 3.874 -6.850 0.08
C -1.263 -1.320 1.524 -0.08
C -1.169 -0.191 0.451 -0.45
C -0.312 0.943 1.089 -0.07
O -0.647 -0.832 -0.711 -0.05
H -0.327 -1.694 1.939 0.07
H -1.788 -2.183 1.114 0.07
H -1.778 -0.927 2.401 0.07
H -2.140 0.297 0.365 0.13
H 0.622 0.567 1.506 0.07
H -0.722 1.439 1.968 0.07
H -0.141 1.750 0.376 0.07
H 0.181 -1.260 -0.481 0.09
C 1.296 -6.453 -5.139 -0.07
C 2.387 -7.465 -5.130 -0.57
C 3.392 -7.101 -6.201 -0.07
O 3.069 -7.415 -3.939 -0.02
H 0.735 -6.703 -4.239 0.07
H 0.679 -6.386 -6.035 0.09
H 1.608 -5.456 -4.829 0.09
H 1.914 -8.407 -5.407 0.14
H 2.989 -7.065 -7.213 0.08
H 4.303 -7.693 -6.116 0.08
H 3.791 -6.095 -6.071 0.08
H 2.396 -7.594 -3.278 0.09
C 4.990 -3.446 1.695 -0.20
O 4.335 -3.619 0.488 -0.11
H 6.068 -3.605 1.649 0.07
H 4.730 -2.492 2.154 0.08
H 4.680 -4.235 2.381 0.07
H 4.501 -4.505 0.157 0.08
C 4.992 3.702 6.297 -0.17
O 4.347 2.919 7.293 -0.12
H 5.057 4.717 6.688 0.08
H 5.989 3.356 6.027 0.08
H 4.441 3.778 5.359 0.07
H 4.752 2.054 7.201 0.07
C -1.321 4.633 9.753 -0.16
O -0.858 4.937 8.449 -0.13
H -1.341 3.547 9.849 0.07
H -0.589 5.007 10.470 0.07
H -2.322 5.037 9.904 0.08
H -0.083 4.405 8.258 0.07
C -7.065 2.389 4.177 -0.20
O -6.265 3.240 4.930 -0.11
H -7.744 2.952 3.537 0.08
H -6.569 1.654 3.542 0.07
H -7.596 1.761 4.893 0.07
H -5.520 2.751 5.288 0.08
C -4.578 -1.515 9.695 -0.15
O -4.574 -0.829 10.953 -0.14
H -5.307 -1.074 9.015 0.08
H -3.577 -1.352 9.293 0.07
H -4.819 -2.560 9.889 0.07
H -3.731 -0.888 11.409 0.07
C -3.557 -0.712 -7.852 -0.20
O -2.306 -0.477 -7.305 -0.11
H -3.462 -0.249 -8.834 0.08
H -3.764 -1.772 -7.999 0.08
H -4.375 -0.245 -7.302 0.08
H -2.523 -0.423 -6.371 0.07
C 4.297 0.155 -5.493 -0.14
O 4.182 1.366 -6.298 -0.14
H 3.978 -0.632 -6.177 0.07
H 5.347 0.087 -5.208 0.07
H 3.809 0.145 -4.519 0.07
H 3.272 1.594 -6.502 0.06
C 4.211 8.210 1.485 -0.17
O 4.796 9.049 0.481 -0.12
H 3.492 7.483 1.108 0.07
H 5.015 7.594 1.889 0.07
H 3.817 8.682 2.385 0.08
H 4.956 8.449 -0.250 0.07
C -0.975 -9.623 2.133 -0.14
O 0.167 -9.741 1.245 -0.14
H -1.350 -10.602 2.432 0.07
H -0.658 -9.082 3.024 0.08
H -1.829 -9.119 1.680 0.07
H 0.150 -10.460 0.609 0.07
```

=====

(2)
Computed, not measured: 12 unconnected molecules or ions with the total composition C18H60O18 at a distorted geometry, with ωB97M-V/def2-TZVPD.

Summary:
- Charge: 0
- Energy relative to the best compared isomer or geometry (same formula, charge and spin): 0.0000 eV
- SMILES: OCCO.OCCO.OCCO.OCCO.OCCO.OCCO.CO.CO.CO.CO.CO.CO

The geometry in XYZ format:
```
96
Properties=species:S:1:pos:R:3:lowdin_charge:R:1
C -1.719 -0.887 -5.098 -0.16
O -1.283 -0.831 -3.783 -0.18
H -2.666 -0.317 -5.182 0.09
H -1.009 -0.429 -5.781 0.08
H -1.870 -1.897 -5.413 0.07
H -0.285 -0.918 -3.668 0.05
C 4.688 -0.139 3.877 -0.16
O 3.429 0.465 3.674 -0.13
H 5.413 0.714 3.927 0.09
H 4.810 -0.709 4.769 0.06
H 4.964 -0.798 3.008 0.08
H 2.780 -0.167 3.357 0.02
C 2.386 -0.089 -3.634 -0.06
O 1.292 -1.004 -3.410 -0.17
H 3.042 -0.157 -2.795 0.07
H 2.927 -0.383 -4.517 0.07
H 1.842 0.821 -3.779 0.08
H 1.343 -1.864 -2.933 0.08
C 0.935 -2.628 3.497 -0.10
O 1.629 -1.570 2.823 -0.16
H 1.703 -3.336 3.838 0.09
H 0.482 -2.359 4.463 0.09
H 0.252 -3.230 2.933 0.06
H 1.019 -0.894 2.452 0.06
C 6.123 0.631 0.533 -0.13
O 4.713 0.546 0.302 -0.14
H 6.371 -0.063 1.336 0.06
H 6.712 0.298 -0.390 0.10
H 6.269 1.642 0.895 0.08
H 4.441 -0.369 0.399 0.06
C -3.671 -2.421 -2.156 -0.16
O -2.656 -3.360 -1.880 -0.13
H -3.567 -1.540 -1.493 0.06
H -3.586 -2.003 -3.136 0.06
H -4.629 -2.885 -2.011 0.09
H -1.813 -2.887 -2.166 0.09
C -3.684 -1.145 1.441 -0.16
C -3.388 -2.619 1.149 -0.23
O -1.994 -2.839 1.080 -0.07
O -2.944 -0.423 0.436 -0.15
H -3.108 -0.900 2.397 0.13
H -4.706 -0.851 1.647 0.12
H -3.914 -2.925 0.221 0.10
H -3.790 -3.245 1.954 0.12
H -1.714 -2.948 0.163 0.05
H -3.189 0.540 0.483 0.07
C -0.988 1.421 3.082 -0.25
C -0.084 2.585 3.454 -0.17
O 0.664 3.116 2.320 -0.09
O -1.687 1.131 4.270 -0.05
H -0.334 0.608 2.665 0.11
H -1.681 1.675 2.269 0.11
H 0.573 2.310 4.286 0.13
H -0.719 3.379 3.744 0.11
H 1.141 2.348 1.960 0.04
H -1.534 0.181 4.473 0.10
C -3.629 1.267 -1.974 -0.19
C -3.929 2.393 -0.984 -0.18
O -3.072 2.269 0.168 -0.11
O -2.376 1.590 -2.680 -0.12
H -4.442 1.125 -2.714 0.13
H -3.543 0.354 -1.388 0.07
H -4.910 2.254 -0.553 0.12
H -3.754 3.338 -1.457 0.12
H -2.367 2.940 0.231 0.06
H -1.880 0.697 -2.857 0.09
C -0.235 4.247 -1.879 -0.24
C -0.040 4.800 -0.490 -0.20
O -0.841 4.053 0.455 -0.12
O 0.237 2.954 -2.236 -0.08
H 0.283 4.930 -2.524 0.11
H -1.320 4.396 -2.138 0.13
H -0.268 5.831 -0.475 0.10
H 0.986 4.706 -0.178 0.12
H -0.245 3.816 1.232 0.04
H -0.507 2.317 -2.066 0.06
C -0.007 0.625 -0.036 -0.17
C 1.530 0.760 -0.139 -0.15
O 1.992 1.092 1.211 -0.09
O -0.284 -0.600 0.717 -0.14
H -0.494 0.497 -1.037 0.12
H -0.463 1.469 0.437 0.08
H 1.786 1.627 -0.807 0.13
H 1.931 -0.198 -0.514 0.10
H 2.935 1.290 1.088 0.08
H -1.287 -0.752 0.668 0.07
C 2.257 -3.544 -0.244 -0.22
C 0.781 -3.675 -0.605 -0.20
O 0.343 -2.642 -1.486 -0.09
O 2.698 -2.286 0.293 -0.09
H 2.787 -3.666 -1.177 0.11
H 2.522 -4.417 0.321 0.11
H 0.175 -3.592 0.324 0.11
H 0.661 -4.663 -1.067 0.13
H 0.144 -1.885 -0.889 0.08
H 2.112 -2.101 1.097 0.08
```

=====

(3)
Computed, not measured: a molecular structure, C18H61BF4N3O11 at a distorted geometry, with ωB97M-V/def2-TZVPD.

Summary:
- Charge: -1
- Energy relative to the best compared isomer or geometry (same formula, charge and spin): 23.3560 eV

The geometry in XYZ format:
```
98
Properties=species:S:1:pos:R:3:lowdin_charge:R:1
B 0.177 0.386 -0.177 -1.27
F -0.388 1.059 -1.214 0.23
F 1.348 1.018 0.169 0.11
F -0.631 0.395 0.976 0.05
F 0.426 -0.940 -0.446 0.15
C -1.781 2.772 2.809 -0.05
C -1.786 2.195 1.484 -0.31
O -0.471 2.408 0.965 -0.09
H -1.121 2.118 3.378 0.03
H -2.750 2.692 3.301 0.10
H -1.339 3.767 2.853 0.10
H -2.528 2.692 0.861 0.06
H -2.039 1.135 1.446 0.09
H -0.177 1.594 0.550 0.00
C 2.811 -1.904 -2.580 -0.04
C 2.927 -1.553 -1.091 -0.28
O 2.839 -0.213 -0.692 -0.05
H 1.917 -1.344 -2.855 0.08
H 2.450 -2.926 -2.689 0.04
H 3.640 -1.673 -3.248 0.08
H 3.912 -1.861 -0.740 0.11
H 2.256 -2.165 -0.489 0.05
H 2.006 -0.002 -0.264 -0.04
C 1.118 4.309 -0.453 -0.04
C 0.584 3.339 -1.528 -0.26
O 1.145 2.036 -1.717 -0.02
H 0.716 5.321 -0.515 0.08
H 2.201 4.411 -0.529 0.08
H 0.837 4.009 0.557 0.04
H 0.573 3.718 -2.550 0.09
H -0.491 3.191 -1.427 0.07
H 0.559 1.393 -1.311 -0.19
O -1.457 -0.707 -1.928 -0.06
H -1.016 0.137 -1.833 -0.04
H -1.432 -1.092 -1.052 -0.14
O 2.258 -0.422 1.490 -0.03
H 1.401 -0.014 1.612 0.01
H 2.640 0.040 0.744 0.01
O 1.267 -2.757 1.279 -0.07
H 1.231 -1.819 1.091 0.00
H 2.199 -2.942 1.400 0.07
O 1.639 2.651 1.892 -0.07
H 1.596 2.708 0.937 0.01
H 0.821 3.046 2.193 0.03
O -1.667 -1.689 0.069 0.02
H -0.999 -1.438 0.706 0.06
H -2.159 -0.884 -0.094 0.06
C -2.907 1.794 -0.611 -0.04
C -3.149 2.735 -1.874 -0.34
C -1.956 2.711 -2.948 -0.19
O -1.878 3.870 -3.772 -0.17
C -0.881 3.992 -4.760 -0.10
N -4.413 2.483 -2.476 0.03
H -3.375 2.282 0.244 0.07
H -1.823 1.701 -0.556 0.06
H -3.267 0.765 -0.617 0.10
H -2.967 3.782 -1.633 0.14
H -2.024 1.726 -3.411 0.13
H -1.020 2.632 -2.395 0.04
H 0.083 3.800 -4.288 0.07
H -0.800 5.000 -5.169 0.09
H -0.971 3.204 -5.507 0.09
H -4.732 3.238 -3.067 0.07
H -4.300 1.696 -3.099 0.07
C 2.730 -6.081 -0.009 -0.10
C 2.356 -5.206 -1.181 -0.38
C 1.222 -4.163 -0.922 -0.20
O 0.781 -3.702 -2.192 -0.20
C -0.315 -2.742 -2.134 -0.08
N 3.659 -4.600 -1.488 0.04
H 3.087 -5.537 0.865 0.08
H 3.473 -6.807 -0.340 0.08
H 1.798 -6.574 0.266 0.08
H 2.017 -5.944 -1.907 0.13
H 1.628 -3.427 -0.229 0.04
H 0.404 -4.557 -0.318 0.13
H -0.671 -2.627 -3.158 0.10
H -0.138 -1.785 -1.645 0.04
H -1.251 -3.101 -1.707 0.09
H 4.021 -4.014 -0.751 0.06
H 4.286 -5.314 -1.147 0.04
C -2.393 -0.802 2.539 -0.05
C -1.247 -1.519 3.289 -0.39
C -0.058 -0.528 3.561 -0.13
O -0.466 0.651 4.293 -0.22
C 0.616 1.507 4.525 -0.10
N -1.827 -2.258 4.396 0.05
H -2.883 -0.075 3.187 0.09
H -3.176 -1.552 2.425 0.09
H -2.044 -0.432 1.575 0.03
H -0.924 -2.352 2.664 0.12
H 0.347 -0.205 2.602 0.08
H 0.751 -1.051 4.072 0.13
H 0.082 2.438 4.713 0.09
H 1.196 1.720 3.626 0.07
H 1.201 1.064 5.331 0.10
H -2.184 -1.496 4.955 0.07
H -0.964 -2.535 4.841 0.07
```

=====

(4)
Computed, not measured: 13 unconnected molecules or ions with the total composition C18H63BO14 at a distorted geometry, with ωB97M-V/def2-TZVPD.

Summary:
- Charge: 0
- E: -49019.062 eV

The geometry in XYZ format:
```
96
Properties=species:S:1:pos:R:3:lowdin_charge:R:1
C 1.173 0.585 3.713 -0.09
C 0.331 1.448 2.686 -0.22
C -0.809 0.594 2.055 -0.19
C -0.569 0.021 0.621 -0.21
C 0.823 0.299 -0.024 -0.17
B 2.011 -0.621 0.493 -0.06
C 1.839 -2.046 1.239 -0.16
O 1.703 -3.140 0.316 -0.16
O 1.643 -4.330 1.099 -0.05
H 2.243 0.693 3.468 0.07
H 0.981 0.962 4.731 0.06
H 0.899 -0.480 3.692 0.06
H 0.963 2.000 1.980 0.09
H -0.167 2.216 3.310 0.09
H -1.740 1.183 2.038 0.08
H -1.014 -0.255 2.736 0.10
H -0.754 -1.070 0.612 0.08
H -1.334 0.455 -0.053 0.11
H 0.720 0.067 -1.114 0.11
H 1.065 1.389 0.003 0.07
H 3.126 -0.222 0.319 0.08
H 2.770 -2.223 1.820 0.11
H 1.008 -2.069 1.976 0.10
H 0.761 -4.694 0.961 0.09
C 1.719 3.474 -2.001 -0.13
O 2.458 2.558 -1.191 -0.16
H 0.658 3.263 -1.880 0.08
H 1.920 4.499 -1.689 0.06
H 1.994 3.348 -3.050 0.08
H 3.388 2.760 -1.314 0.08
C -3.159 -2.872 -0.154 -0.14
O -2.423 -3.790 0.650 -0.13
H -4.221 -3.073 -0.031 0.07
H -2.949 -1.849 0.166 0.07
H -2.889 -2.998 -1.206 0.08
H -1.493 -3.592 0.525 0.05
C -7.057 -2.499 1.773 -0.16
O -5.843 -1.948 2.279 -0.13
H -7.799 -1.705 1.719 0.08
H -6.894 -2.909 0.773 0.07
H -7.418 -3.285 2.437 0.07
H -5.203 -2.661 2.319 0.06
C 1.167 6.874 -4.564 -0.14
O 1.312 6.337 -3.249 -0.14
H 1.930 6.439 -5.203 0.06
H 0.180 6.627 -4.964 0.08
H 1.295 7.960 -4.541 0.08
H 0.631 6.732 -2.702 0.07
C 0.582 -6.763 3.886 -0.16
O 0.934 -5.405 4.124 -0.13
H -0.222 -7.033 4.566 0.08
H 0.237 -6.891 2.855 0.07
H 1.440 -7.415 4.069 0.08
H 1.644 -5.182 3.516 0.05
C -3.749 3.070 4.285 -0.14
O -3.635 1.816 3.611 -0.13
H -3.089 3.786 3.797 0.08
H -4.780 3.432 4.226 0.08
H -3.452 2.959 5.328 0.04
H -4.221 1.199 4.052 0.07
C 2.689 -0.654 -3.610 -0.15
O 3.193 0.632 -3.274 -0.13
H 2.655 -0.737 -4.695 0.08
H 3.344 -1.434 -3.212 0.08
H 1.680 -0.782 -3.209 0.07
H 3.215 0.694 -2.315 0.04
C 2.804 6.039 -8.532 -0.14
O 2.763 7.187 -7.683 -0.14
H 1.839 5.538 -8.482 0.08
H 2.998 6.346 -9.563 0.08
H 3.585 5.355 -8.196 0.05
H 3.619 7.615 -7.741 0.07
C -7.156 -6.451 2.165 -0.16
O -7.805 -5.605 1.219 -0.14
H -7.519 -6.195 3.158 0.08
H -7.387 -7.499 1.958 0.08
H -6.073 -6.299 2.129 0.08
H -7.475 -5.843 0.351 0.07
C -1.078 2.952 7.393 -0.14
O -2.491 2.916 7.212 -0.14
H -0.691 3.838 6.893 0.08
H -0.834 3.005 8.457 0.08
H -0.618 2.063 6.954 0.07
H -2.815 2.130 7.658 0.08
C 6.237 5.006 -6.823 -0.15
O 5.708 4.377 -7.987 -0.14
H 5.406 5.316 -6.192 0.08
H 6.867 4.307 -6.268 0.08
H 6.823 5.887 -7.102 0.08
H 6.451 4.111 -8.531 0.07
C 3.314 -6.576 -1.026 -0.16
O 3.447 -7.193 0.249 -0.13
H 4.064 -6.995 -1.694 0.08
H 2.319 -6.773 -1.436 0.08
H 3.474 -5.499 -0.937 0.07
H 2.780 -6.808 0.819 0.05
```

=====

(5)
Computed, not measured: 19 unconnected molecules or ions with the total composition C18H70IN2O23 at a distorted geometry, with ωB97M-V/def2-TZVPD.

Summary:
- Charge: -1
- E: -77963.814 eV

The geometry in XYZ format:
```
114
Properties=species:S:1:pos:R:3:lowdin_charge:R:1
C -0.963 -0.982 1.706 0.02
C -1.162 -2.188 0.869 -0.16
C -0.137 -2.701 -0.355 -0.60
I -0.951 -4.631 -0.948 0.90
N 1.276 -2.954 0.120 -0.16
C 2.075 -3.870 -0.760 -0.30
C 3.663 -3.353 -0.650 -0.07
C 1.365 -3.549 1.504 -0.20
O 1.674 -2.542 2.575 -0.24
C 1.102 -2.961 3.864 -0.14
C -0.235 -1.465 -1.489 -0.36
C 0.160 -1.938 -3.023 -0.13
O 1.611 -1.725 -3.344 -0.28
C 1.901 -2.140 -4.725 -0.12
N -1.595 -0.869 -1.474 0.00
C -2.713 -1.653 -2.062 -0.27
C -3.561 -0.657 -3.104 -0.12
O 0.896 -0.643 -1.089 -0.08
C 0.882 0.763 -1.263 -0.20
C 0.591 1.412 -2.734 -0.12
C 1.567 2.724 -3.094 -0.37
C 3.161 2.303 -3.250 -0.12
C 1.298 4.030 -2.150 -0.12
C -0.030 1.641 -0.166 -0.38
O 0.485 1.837 1.071 -0.17
O -1.354 2.208 -0.432 -0.26
H -1.939 -0.440 2.112 0.08
H 0.068 -0.552 2.056 0.08
H -2.171 -2.790 1.085 0.09
H 2.044 -5.021 -0.445 0.10
H 1.833 -3.854 -1.899 0.09
H 3.669 -2.285 -0.120 0.08
H 4.238 -4.069 0.100 0.05
H 4.211 -3.342 -1.683 0.07
H 0.438 -4.239 1.802 0.13
H 2.296 -4.297 1.582 0.12
H 1.431 -4.054 4.181 0.08
H -0.079 -2.881 3.784 0.08
H 1.406 -2.180 4.713 0.11
H -0.398 -1.150 -3.728 0.13
H -0.242 -2.976 -3.353 0.09
H 2.334 -3.247 -4.656 0.10
H 2.711 -1.456 -5.261 0.10
H 0.870 -2.147 -5.322 0.10
H -1.688 0.078 -1.895 0.09
H -2.477 -2.617 -2.656 0.04
H -3.477 -1.916 -1.183 0.12
H -3.770 0.410 -2.627 0.07
H -3.012 -0.552 -4.155 0.10
H -4.603 -1.149 -3.338 0.05
H 1.991 1.140 -1.004 0.16
H -0.516 1.842 -2.866 0.11
H 0.749 0.698 -3.649 0.10
H 1.225 3.036 -4.195 0.12
H 3.723 2.943 -4.087 0.08
H 3.747 2.269 -2.237 0.08
H 3.149 1.193 -3.689 0.08
H 1.748 5.008 -2.647 0.08
H 1.921 3.886 -1.142 0.07
H 0.180 4.174 -1.802 0.09
O -3.707 -0.728 3.434 -0.07
H -4.574 -0.399 3.150 0.05
H -3.338 0.003 3.952 0.04
O 1.960 5.581 0.501 -0.07
H 2.143 4.794 1.036 0.04
H 1.018 5.752 0.650 0.05
O 1.934 6.138 3.858 -0.07
H 2.808 5.725 3.925 0.06
H 1.860 6.379 2.923 0.02
O -6.013 0.446 -4.166 -0.09
H -5.512 1.272 -4.233 0.03
H -6.542 0.558 -3.361 0.01
O -1.098 0.046 4.709 -0.06
H -0.673 0.313 5.537 0.05
H -0.573 0.486 4.023 0.05
O -3.548 -3.401 -4.508 -0.08
H -3.365 -4.188 -3.973 0.04
H -4.490 -3.230 -4.359 0.04
O -0.325 4.626 3.004 -0.07
H 0.465 5.083 3.329 -0.03
H -0.970 4.738 3.718 0.03
O -3.674 2.605 -3.043 -0.07
H -3.249 2.872 -2.215 0.04
H -3.149 3.044 -3.728 0.06
O 0.060 -5.440 4.641 -0.09
H -0.641 -6.068 4.410 0.05
H -0.268 -5.010 5.445 0.04
O 6.539 -3.584 -1.254 -0.08
H 6.741 -2.651 -1.088 0.05
H 6.766 -4.024 -0.421 0.04
O 3.946 -0.227 0.872 -0.08
H 3.245 -0.855 0.641 -0.01
H 3.618 0.203 1.676 0.04
O 4.834 -4.609 2.044 -0.08
H 4.132 -5.237 1.812 0.03
H 4.506 -4.178 2.848 0.05
O 3.937 7.594 2.275 -0.07
H 4.306 8.043 1.500 0.05
H 3.907 8.284 2.954 0.03
O -6.275 -1.474 4.751 -0.07
H -6.437 -2.426 4.827 0.04
H -5.434 -1.417 4.273 -0.01
O -1.829 -2.925 5.418 -0.07
H -2.118 -2.381 4.670 0.01
H -1.709 -2.288 6.138 0.04
O -4.727 5.604 -2.205 -0.07
H -4.580 4.812 -2.744 0.00
H -5.002 5.253 -1.345 0.04
O 5.733 8.059 4.369 -0.07
H 5.879 7.267 3.829 0.04
H 5.458 7.708 5.229 0.04
O -8.153 -0.322 -2.474 -0.06
H -8.007 -1.114 -3.013 0.05
H -8.428 -0.673 -1.613 0.05
```